Record 1
{"formula": "C6H13NO", "method": "the ωB97M-V functional and the def2-TZVPD basis", "symbols": ["C", "C", "C", "O", "N", "C", "C", "C", "H", "H", "H", "H", "H", "H", "H", "H", "H", "H", "H", "H", "H"], "positions_angstrom": [[-3.08927, 0.12761, 0.08350], [-2.15362, 0.62282, -0.72137], [-0.46408, -0.05423, -0.84280], [-0.50600, -1.39631, -0.50183], [0.19603, 0.81118, -0.00235], [0.02764, 0.59304, 1.43165], [1.88433, 0.47016, -0.44944], [2.49616, -0.80396, 0.08252], [-2.85711, -0.64430, 0.81449], [-4.13975, 0.40429, -0.00824], [-2.37611, 1.42836, -1.41777], [-0.24757, 0.08579, -1.90273], [-1.09765, -1.83655, -1.12884], [0.88973, 1.00785, 1.96252], [-0.07164, -0.45784, 1.71660], [-0.84382, 1.14805, 1.78320], [1.97491, 0.54787, -1.53531], [2.35728, 1.35753, -0.02572], [3.57522, -0.82880, -0.12084], [2.06326, -1.69242, -0.38394], [2.38204, -0.89015, 1.16669]], "atomic_forces_ev_per_a": [[0.29, -0.15, -0.37], [1.96, -1.70, -0.44], [-6.04, 1.88, -0.18], [0.22, -0.65, 0.12], [5.63, -1.05, -0.93], [0.12, 0.11, 0.09], [-2.03, 1.44, 1.39], [-0.14, -0.31, 0.10], [-0.01, -0.08, -0.20], [0.26, 0.31, 0.26], [0.12, -0.10, -0.03], [0.35, 0.17, 0.15], [0.14, 0.09, 0.24], [-0.05, -0.02, -0.17], [-0.02, 0.03, -0.03], [-0.10, -0.11, -0.12], [-0.54, -0.03, 0.12], [0.08, -0.13, 0.02], [-0.18, 0.19, -0.04], [-0.03, 0.13, 0.12], [-0.05, 0.00, -0.11]], "nbo_charge": [-0.46, -0.21, 0.28, -0.74, -0.44, -0.44, -0.22, -0.65, 0.20, 0.20, 0.19, 0.16, 0.48, 0.20, 0.19, 0.21, 0.19, 0.19, 0.22, 0.22, 0.21], "homo_ev": -8.60, "relative_energy_kcal_mol": 88.0, "multiplicity": 1, "smiles": "C=C[C@H](O)N(C)CC", "mol_weight_g_mol": 115.176, "largest_force_ev_per_a": 6.324, "homo_lumo_gap_ha": 0.3491, "total_charge": 0}

Record 2
{"formula": "C9H19BrCl2CuO7P", "method": "the ωB97M-V functional and the def2-TZVPD basis", "symbols": ["Cu", "Br", "C", "O", "O", "O", "Cl", "C", "C", "Cl", "H", "H", "H", "H", "C", "C", "O", "P", "O", "O", "C", "C", "O", "C", "C", "H", "H", "H", "H", "H", "H", "H", "H", "H", "H", "H", "H", "H", "H", "H"], "positions_angstrom": [[0.34072, 2.10133, 0.30402], [1.07316, 2.14827, -2.28179], [0.96655, 3.31526, 2.53283], [1.77273, 2.36463, 2.14020], [1.18586, 4.03846, 3.55702], [-0.12702, 3.50100, 1.79634], [4.23875, -1.18270, 0.34537], [3.51710, 0.38401, -0.10270], [4.44746, 1.54999, 0.00669], [6.00932, 1.34899, -0.89943], [2.65823, 0.67661, 0.49321], [3.14602, 0.28019, -1.12069], [4.70181, 1.79487, 1.03550], [4.00500, 2.45060, -0.40999], [-3.57570, 1.63478, 1.45155], [-3.65258, 0.59746, 0.36547], [-2.93490, -0.59648, 0.76710], [-1.61480, -0.92904, 0.00266], [-0.56352, 0.06503, 0.04793], [-1.26568, -2.31879, 0.66508], [0.10571, -2.74810, 0.57605], [0.79252, -2.53197, 1.90738], [-2.08122, -1.22456, -1.48290], [-1.18774, -0.91885, -2.56938], [-1.36789, -1.94838, -3.66362], [-4.03561, 2.55819, 1.08157], [-4.04073, 1.34282, 2.38864], [-2.53233, 1.93208, 1.61274], [-4.68070, 0.29682, 0.14473], [-3.22887, 0.96621, -0.57126], [0.09313, -3.81505, 0.34791], [0.64784, -2.21039, -0.20090], [0.33961, -3.11226, 2.71129], [1.84504, -2.82557, 1.83893], [0.78454, -1.47237, 2.16824], [-1.41357, 0.09432, -2.90330], [-0.13881, -0.88289, -2.26974], [-0.53188, -1.97367, -4.36189], [-1.41436, -2.94362, -3.20753], [-2.28319, -1.80725, -4.24331]], "atomic_forces_ev_per_a": [[0.33, 0.76, 0.43], [-0.13, -0.16, 0.29], [-0.21, 0.43, 0.38], [-0.14, -0.11, -0.42], [-0.09, -0.58, -0.69], [0.29, -0.58, -0.26], [-0.06, -0.13, 0.36], [-0.33, 0.75, -0.96], [0.48, 0.49, 0.28], [-0.03, -0.09, 0.03], [-0.19, -0.39, 0.60], [0.14, -0.05, -0.03], [0.08, -0.26, 0.01], [-0.38, -0.22, -0.12], [0.54, 0.79, -0.44], [-0.11, -0.05, -0.03], [-0.67, -0.24, 0.04], [-0.23, -0.09, 0.06], [0.89, 0.49, 0.13], [-0.09, -0.19, -0.16], [0.39, -0.29, 0.66], [0.41, 0.23, 0.03], [-0.17, -0.38, -0.07], [0.34, 0.43, -0.65], [-0.27, -0.51, 0.05], [-0.22, -0.13, 0.11], [-0.04, -0.18, 0.01], [0.00, -0.19, 0.20], [0.07, -0.15, 0.12], [0.07, 0.15, 0.10], [-0.15, 0.05, -0.23], [-0.10, 0.04, -0.10], [-0.19, 0.02, -0.06], [-0.08, 0.00, -0.10], [-0.07, -0.01, 0.02], [0.06, -0.03, -0.05], [-0.16, -0.01, 0.37], [0.08, 0.30, 0.05], [-0.03, 0.06, -0.04], [-0.02, 0.04, 0.11]], "nbo_charge": [0.82, -0.92, 0.94, -0.96, -0.86, -0.98, -0.12, -0.42, -0.35, -0.15, 0.29, 0.24, 0.23, 0.26, -0.65, -0.06, -0.82, 2.61, -1.14, -0.82, -0.07, -0.64, -0.84, -0.08, -0.63, 0.21, 0.20, 0.28, 0.16, 0.19, 0.17, 0.20, 0.19, 0.22, 0.25, 0.21, 0.22, 0.21, 0.20, 0.19], "homo_ev": 0.17, "multiplicity": 1, "mol_weight_g_mol": 484.574, "largest_force_ev_per_a": 1.264, "homo_lumo_gap_ha": 0.1590, "total_charge": -2}